A structure of composition C19H48F2HgN3O17S2 at a distorted geometry, computed with the ωB97M-V functional and the def2-TZVPD basis.

Geometry as XYZ:
```
92
Properties=species:S:1:pos:R:3:forces:R:3
Hg 2.378828 1.816834 -1.931671 2.7 1.7 -0.2
N 1.966008 -0.132200 -0.947253 1.6 -2.0 1.6
S 0.942829 -1.298291 -0.856551 -5.5 -0.7 -1.9
O 0.372047 -1.519558 0.436392 0.9 0.0 0.1
O 1.156019 -2.434782 -1.691866 0.4 0.3 0.2
F -0.262500 -0.564731 -1.625209 0.5 0.2 0.2
S 3.219567 -0.958582 -0.091710 5.2 3.0 -0.7
O 3.572820 -2.293370 -0.421236 -1.6 -0.4 0.1
O 3.419284 -0.489434 1.235161 -1.3 -0.4 0.0
F 4.313561 -0.160507 -0.909449 -0.3 -0.3 0.2
C 4.769257 3.439483 -1.708707 -1.7 1.6 7.3
O 3.753720 3.553886 -2.553780 -2.1 -1.3 -2.0
O 4.817546 2.444564 -0.917511 0.3 -1.5 -2.2
O 5.131913 4.571117 -1.240602 1.1 -0.2 -2.9
C -2.696370 0.818939 0.888142 2.0 -0.2 -0.8
C -3.421141 1.769847 -0.087067 -0.9 -0.7 1.0
O -4.735050 1.965430 0.466142 0.0 0.4 -0.1
O -2.107795 1.608329 1.921563 -1.2 0.2 1.2
H -1.854461 0.192331 0.562297 -0.2 0.3 -1.1
H -3.352858 0.036029 1.269160 -0.5 0.6 0.5
H -3.649347 1.411330 -1.089359 0.5 -0.3 0.0
H -2.910760 2.733578 -0.109525 0.3 -0.1 -0.3
H -4.615559 2.448788 1.291096 -0.1 -0.1 0.0
H -1.183044 1.825154 1.786392 0.0 -0.2 -0.4
C 0.292605 -0.668871 3.951567 -0.8 -2.6 -1.4
C -0.336632 -2.081690 3.697478 -1.1 1.6 0.6
O -1.301104 -1.980093 2.652920 0.2 -0.3 -0.4
O -0.715050 0.280172 4.018128 0.3 1.0 0.9
H 0.934096 -0.610512 3.062461 0.5 0.9 0.4
H 0.816687 -0.767615 4.899824 0.3 0.6 -0.1
H -0.993650 -2.244793 4.555445 0.5 -0.7 0.2
H 0.435727 -2.832223 3.531873 -0.1 -0.2 0.1
H -0.871933 -2.042941 1.790054 0.1 0.1 0.2
H -1.378795 0.205777 3.322297 0.2 -0.3 -0.2
C 0.939071 -4.200446 -4.380800 0.2 0.8 0.3
C 1.994031 -3.502038 -5.223045 0.2 -0.3 -0.4
O 3.065724 -4.420597 -5.457271 -0.4 0.2 0.2
O 1.507868 -4.704029 -3.191605 0.2 -0.5 0.3
H 0.560097 -5.065309 -4.928208 -0.2 0.2 -0.1
H 0.155043 -3.481816 -4.120843 -0.2 -0.2 -0.3
H 2.408840 -2.591586 -4.777591 -0.3 0.0 0.4
H 1.550933 -3.200232 -6.175613 0.1 -0.2 -0.1
H 3.163958 -4.809175 -4.574887 0.3 -0.2 -0.1
H 1.390754 -4.066431 -2.473363 0.2 0.0 -0.3
C 1.110792 5.731558 3.196550 -0.9 0.0 1.2
O 1.922658 4.650165 2.850869 0.6 0.2 -0.5
C 1.849240 3.605767 3.778777 -1.5 -0.4 1.4
C 2.126910 2.246561 3.176015 0.8 0.6 -0.8
N 3.431568 2.262371 2.486021 0.0 -1.9 1.2
C 4.488101 1.979437 3.482304 1.1 2.4 0.3
C 5.825275 2.446855 2.895316 0.4 -1.7 -1.1
O 5.720200 3.661572 2.216130 -0.3 0.5 0.6
C 6.885533 3.951176 1.500178 1.1 0.8 0.4
H 0.065005 5.472172 2.982791 -0.1 0.3 -0.2
H 1.361667 6.700857 2.769851 0.4 -0.4 -0.7
H 1.131710 5.938695 4.278663 0.2 -0.2 0.1
H 0.826159 3.517434 4.188983 -0.2 0.1 -0.3
H 2.380672 3.832073 4.713387 0.8 0.0 -0.3
H 1.323959 2.067952 2.452988 0.2 -0.1 -0.2
H 2.099005 1.418522 3.893998 -0.4 0.4 0.4
H 3.479879 1.345852 2.036149 -0.4 0.7 -0.8
H 4.531662 0.954468 3.866459 0.0 -0.2 -0.3
H 4.476401 2.604838 4.385494 -1.1 0.1 -0.1
H 6.156352 1.680418 2.173882 0.0 0.0 -0.1
H 6.608480 2.448656 3.668323 -0.1 0.3 0.1
H 7.769145 3.729968 2.121638 0.1 -0.8 -0.3
H 7.065851 5.025862 1.388880 -1.0 0.1 -0.1
H 6.906662 3.524942 0.497732 0.0 -0.4 0.1
C -8.105551 -1.101327 -0.895225 -0.2 1.8 -0.1
O -7.776361 -0.939136 -2.266415 0.1 0.0 0.9
C -6.441481 -0.563237 -2.478717 1.2 0.0 -1.1
C -5.603775 -1.807696 -2.834691 -0.1 -0.3 -0.2
N -4.539924 -1.523720 -3.793306 0.0 1.2 1.2
C -3.228979 -1.312598 -3.201313 1.6 -0.9 -2.1
C -2.463744 -2.622869 -2.990401 -0.1 0.1 1.6
O -2.961672 -3.253343 -1.808063 -0.4 0.1 -0.1
C -2.270565 -4.409085 -1.405501 0.3 0.0 0.1
H -7.457072 -1.745955 -0.299078 -0.2 -0.7 -0.4
H -9.176689 -1.287857 -0.885877 0.1 -0.7 0.3
H -7.998962 -0.120532 -0.406630 0.0 0.0 0.0
H -5.920564 0.003911 -1.695372 -0.7 -0.2 0.6
H -6.402441 0.140452 -3.316297 -0.2 -0.3 -0.3
H -6.309644 -2.541447 -3.228489 0.1 0.0 -0.2
H -5.175591 -2.261091 -1.937562 -0.1 0.0 0.1
H -4.436465 -2.108976 -4.603960 -0.4 -0.3 0.1
H -3.077934 -0.632313 -2.365426 -0.9 -0.2 0.3
H -2.627856 -0.840796 -3.994112 0.0 0.2 0.0
H -1.408377 -2.422372 -2.780456 0.1 0.1 -0.5
H -2.569972 -3.289583 -3.852595 0.0 0.0 -0.1
H -1.209562 -4.350057 -1.673614 0.0 -0.1 0.0
H -2.695011 -5.328291 -1.823523 0.0 0.1 -0.2
H -2.327477 -4.479994 -0.318429 -0.1 0.0 0.0
```
Positions in Å, forces in eV/Å.

## Properties
**HOMO-LUMO gap**: 4.70 eV
**Spin multiplicity**: 1
**LUMO**: -0.591 eV
**Total charge**: -1
**Electronic energy**: -91031.3001 eV